Entry 1:
C50H64AuN5O2P3Te | ωB97M-V with the def2-TZVPD basis set

The geometry in XYZ format:
```
126
Properties=species:S:1:pos:R:3:forces:R:3
Au -0.599 -0.194 0.581 0.0943 0.7695 0.6519
N 1.974 1.334 2.060 -0.0897 -0.3070 -0.2076
P 0.653 0.350 2.433 -0.0281 -0.2492 0.0175
C 1.449 -1.086 3.204 0.0628 0.1686 0.1005
C 1.058 -2.379 2.888 0.0839 -0.0557 -0.0394
C 1.686 -3.464 3.489 -0.1203 0.0067 -0.0487
C 2.695 -3.254 4.417 0.0314 0.0125 -0.0164
C 3.075 -1.960 4.751 -0.0102 0.1140 0.0186
C 2.455 -0.876 4.148 -0.0333 -0.0798 -0.0035
C -0.178 1.175 3.806 -0.0689 -0.0446 -0.0765
C -1.350 0.585 4.281 -0.0001 0.0742 -0.0056
C -1.981 1.101 5.401 -0.0078 -0.0340 -0.0353
C -1.449 2.214 6.042 -0.0263 0.0163 0.0286
C -0.293 2.810 5.563 0.0163 0.0188 -0.0235
C 0.350 2.292 4.445 -0.0152 0.0134 0.0317
P 3.162 0.580 1.020 -0.0018 0.1297 0.2062
C 4.714 1.272 1.685 -0.0795 0.0630 -0.2347
C 5.834 0.448 1.714 0.0017 -0.0228 0.0520
C 7.082 0.973 2.040 -0.0233 -0.0521 0.0095
C 7.205 2.318 2.350 -0.0144 -0.0046 -0.0149
C 6.081 3.141 2.349 -0.0730 0.0100 0.0362
C 4.842 2.622 2.015 0.1245 -0.0027 0.0648
C 2.997 1.590 -0.503 0.1640 -0.0403 -0.0155
C 2.022 2.553 -0.738 -0.0406 -0.0061 0.0017
C 2.004 3.259 -1.939 -0.0660 -0.0140 0.0032
C 2.942 2.989 -2.921 0.0130 -0.0116 -0.0073
C 3.912 2.016 -2.703 0.0617 -0.0718 0.0694
C 3.940 1.322 -1.502 -0.0703 0.0581 -0.0141
H 1.721 2.284 1.818 0.0326 0.1184 0.1381
H 0.266 -2.522 2.159 0.0088 -0.0011 -0.0115
H 1.388 -4.476 3.238 0.0115 0.0270 0.0059
H 3.189 -4.098 4.880 -0.0228 0.0139 0.0027
H 3.852 -1.793 5.487 -0.0233 -0.0226 -0.0613
H 2.754 0.135 4.400 0.0146 -0.0388 0.0079
H -1.757 -0.283 3.772 -0.0152 0.0039 0.0542
H -2.884 0.637 5.781 0.0442 0.0169 -0.0300
H -1.939 2.617 6.920 0.0175 -0.0175 -0.0427
H 0.117 3.676 6.066 -0.0007 -0.0114 -0.0253
H 1.264 2.748 4.085 0.0166 -0.0186 0.0416
H 5.730 -0.609 1.490 0.0245 0.0602 -0.0524
H 7.953 0.329 2.047 -0.0440 0.0346 0.0198
H 8.176 2.731 2.594 -0.0413 -0.0185 0.0036
H 6.175 4.190 2.600 0.0174 -0.0475 -0.0041
H 3.976 3.276 2.012 0.0241 -0.0076 -0.0727
H 1.253 2.763 -0.001 0.0153 0.0216 -0.0693
H 1.260 4.030 -2.102 -0.0058 -0.0692 0.0253
H 2.922 3.538 -3.853 0.0245 -0.0042 0.0213
H 4.656 1.807 -3.463 -0.0603 0.0111 0.0416
H 4.703 0.568 -1.327 -0.0261 0.0820 -0.0485
C -3.624 -1.240 -1.676 -0.1233 0.1356 -0.0527
N -4.136 0.091 -1.381 0.0342 -0.2545 0.0642
C -5.588 0.227 -1.462 0.0918 -0.0440 -0.0456
P -3.163 1.370 -1.033 -0.2519 0.1986 0.1798
O -1.722 0.928 -0.993 0.0234 -0.4116 -0.1878
N -3.295 2.618 -2.083 0.1387 0.1273 -0.1366
C -4.543 3.355 -2.274 0.1075 0.0081 -0.0071
C -2.291 2.836 -3.125 -0.0938 -0.0054 0.0373
N -3.789 1.981 0.377 0.3925 -0.1335 0.1630
C -3.135 3.197 0.891 -0.1248 -0.0262 0.0082
C -4.039 1.010 1.450 -0.1280 0.0916 -0.0536
H -3.862 -1.539 -2.701 -0.0067 0.0192 0.0225
H -4.077 -1.974 -0.997 0.0027 0.0651 -0.0308
H -2.546 -1.269 -1.548 -0.0208 -0.0015 -0.0306
H -5.939 0.180 -2.495 0.0166 0.0036 -0.0160
H -5.910 1.168 -1.024 -0.0063 0.0007 0.0022
H -6.067 -0.585 -0.907 0.0150 0.0122 0.0270
H -5.165 3.287 -1.384 -0.0007 0.0011 0.0053
H -5.107 2.986 -3.135 0.0107 -0.0262 0.0001
H -4.315 4.408 -2.446 0.0139 0.0025 0.0102
H -1.397 2.258 -2.908 -0.0014 -0.0113 0.0076
H -2.020 3.893 -3.153 -0.0321 0.0171 -0.0079
H -2.671 2.554 -4.111 -0.0172 -0.0118 0.0075
H -2.846 3.846 0.067 -0.0200 -0.0039 -0.0101
H -2.240 2.954 1.476 -0.0306 -0.0361 -0.0223
H -3.830 3.741 1.531 0.0029 -0.0447 0.0029
H -4.664 0.194 1.093 0.0031 0.0198 -0.0063
H -4.561 1.510 2.266 -0.0011 0.0143 -0.0269
H -3.107 0.590 1.853 0.0082 0.0573 -0.0074
C 0.937 -0.746 -2.376 -0.0078 0.0794 0.1350
C 0.726 -1.942 -1.489 0.3217 -0.8766 0.1271
O 1.550 -2.953 -1.578 -0.7684 0.5209 -0.0214
N -0.322 -2.001 -0.703 -0.0057 -0.7031 -0.1439
Te -0.035 -4.334 -0.541 0.6130 0.4868 -0.9648
C -0.421 -6.338 0.158 -0.2634 0.1378 0.5866
C -0.966 -6.518 1.432 0.0719 0.0707 -0.0039
C -1.393 -5.389 2.336 0.0467 -0.1429 -0.1533
C -1.153 -7.829 1.858 -0.0066 -0.0204 0.0351
C -0.787 -8.914 1.072 0.0289 -0.0394 -0.0736
C -0.967 -10.324 1.559 -0.0003 0.0652 -0.0538
C -0.211 -8.674 -0.181 -0.0185 -0.0644 0.1507
C 0.003 -7.394 -0.661 0.0638 0.1693 -0.2377
C 0.669 -7.189 -2.002 -0.2078 0.0710 0.1783
C -1.309 -4.436 -2.221 0.0117 -0.0805 -0.0539
C -2.668 -4.497 -1.875 -0.0051 -0.0153 0.2035
C -3.143 -4.579 -0.443 0.1556 0.0114 -0.1453
C -3.604 -4.494 -2.896 -0.0611 -0.0235 -0.0358
C -3.230 -4.425 -4.235 0.0429 0.0042 -0.0277
C -4.256 -4.393 -5.333 0.0559 -0.0318 0.0276
C -1.873 -4.381 -4.531 -0.0703 0.0115 -0.0499
C -0.884 -4.392 -3.551 0.2098 -0.0259 -0.0559
C 0.551 -4.410 -4.028 -0.0896 -0.0542 0.1182
H 1.637 -1.017 -3.163 -0.0031 -0.0448 0.0139
H 1.358 0.083 -1.800 -0.0187 -0.0438 -0.0027
H -0.019 -0.429 -2.793 0.0281 0.0386 0.0368
H -0.983 -4.422 2.021 0.0047 0.0204 0.0608
H -1.069 -5.570 3.359 0.0374 0.0259 0.0072
H -2.480 -5.293 2.350 0.0034 0.0186 -0.0102
H -1.588 -7.998 2.838 0.0205 -0.0227 -0.0495
H -1.454 -10.354 2.531 0.0076 0.0005 -0.0225
H 0.000 -10.822 1.642 -0.0215 0.0069 0.0031
H -1.567 -10.899 0.851 0.0096 0.0074 0.0255
H 0.106 -9.515 -0.791 -0.0122 0.0410 0.0416
H 1.221 -8.079 -2.299 0.0099 -0.0017 0.0366
H 1.381 -6.359 -1.977 0.0316 -0.0585 -0.0441
H -0.074 -6.980 -2.774 0.0321 0.0014 0.0115
H -2.621 -3.859 0.206 -0.1184 -0.0315 -0.0401
H -2.985 -5.581 -0.042 -0.0293 0.0191 0.0154
H -4.208 -4.360 -0.374 0.0242 0.0626 -0.0102
H -4.657 -4.546 -2.635 0.0605 0.0315 -0.0292
H -5.264 -4.527 -4.944 0.0386 0.0046 -0.0146
H -4.061 -5.178 -6.066 -0.0183 0.0268 0.0304
H -4.215 -3.439 -5.864 -0.0121 -0.0233 0.0175
H -1.557 -4.349 -5.570 -0.0320 -0.0002 0.0535
H 0.721 -5.293 -4.646 -0.0331 0.0020 -0.0204
H 1.281 -4.417 -3.224 -0.0396 0.0089 -0.0715
H 0.751 -3.539 -4.654 0.0138 0.0055 0.0307
```
Positions in Å, forces in eV/Å.

## Properties
Electronic energy ... -3795.208713 Ha
2S+1 ... 2
LUMO level (spin up / spin down) ... -0.2941 / -0.2811 hartree
Net charge ... +2
⟨S²⟩ ... 0.88
Kohn-Sham gap (spin up / spin down) ... 4.5 / 4.9 eV

Löwdin atomic charge list, values in e, 99 entries: 0.70, -0.39, 0.77, -0.38, -0.12, -0.08, -0.06, -0.05, -0.08, -0.36, -0.12, -0.07, -0.06, -0.06, -0.08, 1.00, -0.39, -0.11, -0.07, -0.07, -0.07, -0.09, -0.40, -0.11, -0.08, -0.07, -0.07, -0.11, 0.04, 0.03, 0.10, 0.11, 0.12, 0.11, 0.09, 0.11, 0.11, 0.11, 0.10, 0.10, 0.11, 0.11, 0.11, 0.10, 0.08, 0.11, 0.11, 0.11, 0.11, -0.09, -0.30, -0.09, 0.52, -0.42, -0.30, -0.09, -0.08, -0.29, -0.09, -0.10, 0.09, 0.08, 0.04, 0.09, 0.07, 0.09, 0.07, 0.09, 0.09, 0.06, 0.09, 0.09, 0.08, 0.08, 0.09, 0.07, 0.09, 0.04, 0.03, -0.69, -0.19, -0.10, 2.04, -0.32, -0.30, -0.06, 0.01, -0.22, -0.02, 0.02, -0.28, -0.04, -0.31, -0.30, -0.07, -0.01, -0.23, -0.03, 0.01

=====

Entry 2:
C32H27I2N3O2PS3SbTi | ωB97M-V with the def2-TZVPD basis set

The geometry in XYZ format:
```
72
Properties=species:S:1:pos:R:3:forces:R:3
Ti -1.332 -0.847 0.303 0.5004 -1.6585 0.7479
I -7.336 3.842 0.499 0.0822 -0.0638 -0.0143
C -5.878 2.356 0.336 -0.1582 0.1123 -0.0569
C -5.988 1.397 -0.660 0.0235 0.0256 0.0218
C -5.023 0.407 -0.750 0.1410 -0.3173 -0.1505
I -5.117 -1.048 -2.245 -0.0179 0.1007 0.1219
C -3.969 0.355 0.158 -0.0569 0.1733 0.0217
O -3.038 -0.618 0.097 -2.3689 0.8204 -0.2411
C -3.848 1.346 1.134 0.2060 -0.0911 0.0865
C -2.716 1.275 2.132 -0.0789 0.0357 -0.2341
N -1.371 1.058 1.523 -0.1535 0.0855 0.0529
C -0.902 2.218 0.747 -0.0273 -0.0864 0.0028
C -1.281 2.065 -0.695 0.0615 -0.1886 -0.0030
C -1.576 3.145 -1.501 -0.0193 0.1444 -0.0814
C -1.920 2.919 -2.822 -0.0091 0.0501 -0.0485
C -1.972 1.616 -3.290 0.0057 0.0583 -0.0730
C -1.651 0.589 -2.429 0.1511 0.0629 0.0898
N -1.292 0.805 -1.155 -0.0103 0.3939 -0.1875
C -4.811 2.340 1.219 0.0822 0.0686 0.0466
H -6.814 1.417 -1.359 0.0360 -0.0084 0.0211
H -2.700 2.194 2.719 0.0142 0.0709 0.0590
H -2.889 0.444 2.811 0.0265 -0.1349 0.0815
H -0.737 0.911 2.303 0.0250 -0.0469 -0.0701
H -1.304 3.151 1.142 -0.0083 0.0972 0.0695
H 0.186 2.268 0.821 0.1041 -0.0322 0.0507
H -1.551 4.148 -1.093 -0.0123 -0.0438 0.0041
H -2.158 3.749 -3.475 -0.0172 -0.0257 0.0255
H -2.267 1.393 -4.305 0.0263 -0.0104 0.0159
H -1.685 -0.440 -2.751 -0.0034 -0.1494 -0.0077
H -4.729 3.102 1.986 0.0016 -0.0474 -0.0392
O -0.032 0.271 4.277 -0.2617 -0.0237 0.1885
N 0.821 -0.089 3.238 0.2081 -0.1008 -0.1316
C 1.902 0.558 3.321 0.4716 0.0487 -0.3274
C 2.990 0.405 2.337 -0.2049 0.0090 -0.1684
C 4.237 0.841 2.793 -0.0560 -0.0047 0.1373
C 5.376 0.712 2.025 0.1167 0.0076 -0.0068
C 5.276 0.155 0.762 0.0451 -0.0104 -0.0592
C 4.043 -0.249 0.279 -0.1483 0.0524 0.0831
C 2.875 -0.136 1.039 -0.2180 0.3742 0.2822
P 1.327 -0.807 0.216 1.4036 -0.4293 -0.3855
C 1.599 -0.175 -1.498 0.0400 -0.0170 0.1142
C 1.398 -0.937 -2.647 -0.0516 -0.0346 0.0489
C 1.539 -0.368 -3.908 -0.0540 -0.0194 -0.0343
C 1.857 0.975 -4.039 -0.0146 0.0195 0.0121
C 2.035 1.751 -2.899 0.0036 0.0254 0.0171
C 1.912 1.179 -1.642 -0.0218 0.0007 -0.0345
C 1.897 -2.564 0.241 -0.0463 0.1037 0.0611
C 2.665 -3.158 -0.756 -0.0591 -0.0285 -0.0139
C 3.108 -4.466 -0.612 0.0348 0.0212 -0.0495
C 2.805 -5.189 0.532 0.0008 -0.0286 0.0380
C 2.073 -4.588 1.546 -0.0123 0.0093 0.0001
C 1.628 -3.282 1.405 0.0354 0.0035 -0.0275
H -0.613 -0.495 4.347 -0.2427 -0.1432 0.0595
H 2.077 1.214 4.173 -0.0109 0.0159 -0.0268
H 4.304 1.271 3.788 0.0024 -0.0316 -0.0807
H 6.335 1.038 2.408 -0.0544 -0.0001 -0.0069
H 6.156 0.040 0.141 -0.0480 0.0097 0.0213
H 3.993 -0.651 -0.721 -0.0225 -0.0736 -0.0688
H 1.134 -1.981 -2.566 -0.0628 -0.0109 -0.0178
H 1.399 -0.982 -4.791 0.0090 0.0360 0.0761
H 1.970 1.416 -5.022 -0.0066 -0.0204 0.0498
H 2.287 2.801 -2.991 -0.0153 -0.0600 0.0171
H 2.082 1.792 -0.764 0.0259 0.0148 0.0082
H 2.918 -2.619 -1.657 0.0686 0.0063 0.0101
H 3.701 -4.916 -1.399 -0.0410 0.0148 0.0338
H 3.150 -6.210 0.641 -0.0174 0.0618 -0.0232
H 1.850 -5.137 2.453 0.0121 0.0345 -0.0111
H 1.079 -2.811 2.207 -0.0992 0.0076 0.0768
S -4.477 -3.457 0.443 -0.3155 -0.0278 -0.1394
Sb -2.190 -3.926 0.749 0.5661 0.5313 0.0692
S -1.608 -2.103 2.267 0.3151 0.1442 -0.0892
S -1.209 -2.679 -1.121 0.1799 0.1176 -0.0138
```
Positions in Å, forces in eV/Å.

## Properties
Electronic energy ... -4771.309707 Ha
2S+1 ... 2
LUMO level (spin up / spin down) ... -0.1219 / -0.1735 hartree
Net charge ... +1
⟨S²⟩ ... 0.76
Kohn-Sham gap (spin up / spin down) ... 7.4 / 6.0 eV

Just the Löwdin charges please, in e? Sure, here they are: 0.26, 0.91, -0.72, -0.20, -0.60, 1.00, -0.36, -0.40, -0.14, -0.11, -0.11, -0.11, -0.25, 0.01, -0.02, -0.02, -0.13, 0.02, -0.10, 0.09, 0.13, 0.11, 0.06, 0.14, 0.13, 0.13, 0.12, 0.12, 0.08, 0.11, -0.06, -0.04, -0.09, -0.19, -0.03, -0.05, -0.05, -0.08, -0.25, 1.07, -0.39, -0.13, -0.06, -0.07, -0.06, -0.11, -0.39, -0.10, -0.06, -0.07, -0.07, -0.14, 0.06, 0.14, 0.12, 0.12, 0.12, 0.11, 0.07, 0.11, 0.11, 0.11, 0.11, 0.09, 0.11, 0.11, 0.11, 0.05, 0.01, 0.50, 0.06, 0.08

=====

Entry 3:
C4H7NO | ωB97M-V with the def2-TZVPD basis set

The geometry in XYZ format:
```
13
Properties=species:S:1:pos:R:3:forces:R:3
O -2.554 0.822 0.720 0.1569 0.0428 -0.0010
C -1.837 -0.217 0.512 0.1672 0.0169 0.0147
C -0.480 0.087 0.779 -0.0394 -0.2173 0.0160
N 0.608 -0.654 0.211 -0.1593 0.0240 0.0773
C 0.842 -0.455 -1.212 -0.0193 -0.0439 -0.2742
C 1.744 0.154 -0.207 0.2251 0.1142 0.0324
H -2.304 -1.138 0.153 0.0765 0.1007 0.0672
H -0.346 0.255 1.853 -0.0698 0.0663 -0.1127
H -1.375 1.320 0.775 -0.2507 -0.0239 0.0188
H 0.167 0.213 -1.749 0.1223 -0.1173 0.1355
H 1.150 -1.345 -1.756 -0.0471 0.1788 0.0797
H 2.724 -0.275 -0.011 -0.1739 0.0783 -0.0517
H 1.662 1.233 -0.067 0.0114 -0.2197 -0.0021
```
Positions in Å, forces in eV/Å.

## Properties
Electronic energy ... -286.436053 Ha
LUMO level ... 0.0197 hartree
Kohn-Sham gap ... 8.5 eV

Just the natural (NBO) charges please, in e? Sure, here they are: -0.61, 0.34, -0.45, -0.41, -0.26, -0.25, 0.18, 0.25, 0.40, 0.19, 0.20, 0.20, 0.20

=====

Entry 4:
CH3N2OS | ωB97M-V with the def2-TZVPD basis set

The geometry in XYZ format:
```
8
Properties=species:S:1:pos:R:3:forces:R:3
C -0.551 -1.291 0.078 0.3263 -2.7274 1.7659
N -0.721 -0.325 -0.664 -1.1485 1.8647 -2.2060
N -0.287 0.837 -0.735 -0.8927 -0.2457 2.2023
O 1.299 0.831 1.070 1.7719 -5.9026 -1.8281
S 0.222 1.732 -1.901 0.9695 0.6975 -1.6128
H 1.020 1.627 1.305 -2.0037 5.5428 1.5064
H 0.302 -1.288 0.726 0.5542 0.0663 0.4860
H -1.284 -2.123 0.120 0.4229 0.7043 -0.3137
```
Positions in Å, forces in eV/Å.

## Properties
Electronic energy ... -622.714617 Ha
LUMO level (spin up / spin down) ... 0.1402 / 0.1402 hartree
Net charge ... -1
Kohn-Sham gap (spin up / spin down) ... 6.7 / 6.7 eV

Just the natural (NBO) charges please, in e? Sure, here they are: -0.20, -0.16, -0.22, -1.18, -0.02, 0.40, 0.22, 0.15

=====

Question: Which of these has the lowest electronic energy?
Answer: C32H27I2N3O2PS3SbTi

=====

Question: electronic energy of number 4 (CH3N2OS)?
Answer: -622.714617 Ha